# C2O2S2

2 unconnected molecules or ions with the total composition C2O2S2 in a non-equilibrium geometry (ωB97M-V/def2-TZVPD, the Open Molecules 2025 dataset).

Results
- 2S+1 = 3
- LUMO energy (alpha / beta) (eV) = 0.10 / -5.09
- highest occupied orbital energy (alpha / beta) (eV) = -4.761 / -9.889
- ΔE to the lowest compared entry with this formula, charge and spin (kcal/mol) = 54.6
- gap between HOMO and LUMO (alpha / beta) (eV) = 4.86 / 4.80
- E_tot (a.u.) = -1022.87778

Element x y z (Å)
C1 -0.4187 2.1771 -0.3719
C2 0.2685 -2.0552 0.3004
O1 -1.1014 3.0147 -0.7073
O2 -0.8045 -2.2364 0.6607
S1 1.7672 -1.7622 0.1417
S2 0.2889 0.8619 -0.0236